1.
65
Properties=species:S:1:pos:R:3:lowdin_spin:R:1 method="wB97M-V/def2-TZVPD" spin_multiplicity=6 charge=+1 homo_energy_ev="-10.770 / -10.836" de_lowest_ev=0.483
Fe 0.65752 -0.76249 -0.61382 3.891
C 3.62694 -0.27076 -0.77755 0.006
N 2.49983 -0.63665 -1.72567 0.068
C 2.62420 0.29544 -2.88653 0.007
C 2.65098 -2.03740 -2.24681 0.003
C 1.36268 -2.51875 -2.87409 0.033
N 0.27579 -2.37452 -1.83456 0.392
C -0.96527 -2.79345 -2.12537 0.015
C -1.96499 -2.50652 -1.15422 0.093
F -1.58204 -1.90848 -0.01435 0.041
C -3.21899 -3.03187 -1.29473 -0.006
F -4.08740 -2.79651 -0.30793 -0.012
C -3.56296 -3.82144 -2.33465 0.114
C -2.72270 -3.94179 -3.40584 -0.008
F -3.00554 -4.69045 -4.43730 -0.013
C -1.45911 -3.38176 -3.33906 0.100
F -0.57637 -3.55699 -4.34137 0.031
H 4.58548 -0.68544 -1.12275 0.002
H 3.69496 0.74387 -0.57731 0.000
H 3.32753 -0.71125 0.15019 0.001
H 3.45315 -0.03930 -3.55959 0.002
H 1.70259 0.15886 -3.46425 0.001
H 2.73742 1.38722 -2.63108 0.000
H 3.48567 -1.99699 -2.93679 0.001
H 2.88027 -2.78506 -1.43035 0.000
H 1.16540 -1.89072 -3.72907 0.011
H 1.51018 -3.57237 -3.19289 0.008
H -4.52614 -4.24055 -2.35168 0.006
C -4.18192 4.96181 1.43502 0.000
C -2.83745 4.37603 1.18433 0.000
C -1.84405 5.05320 0.47879 0.000
C -0.65590 4.37479 0.07321 0.000
C -0.42415 3.06083 0.36970 0.001
C -1.35311 2.41902 1.16036 0.000
C -2.54350 3.05056 1.53339 0.000
S 1.13477 2.38868 -0.07692 0.007
O 2.18283 3.15492 0.62364 0.005
O 1.09799 2.19557 -1.55561 0.002
N 1.15286 0.90454 0.52619 0.058
C 1.28892 0.75937 1.91126 0.001
C 1.30832 1.66757 2.92960 0.011
C 1.41200 1.24133 4.28410 -0.001
C 1.37190 -0.07254 4.64689 0.008
C 1.23437 -1.06691 3.63620 0.000
C 0.90546 -2.40184 3.91837 0.009
C 0.53497 -3.23674 2.89669 0.000
C 0.43176 -2.72605 1.63042 0.011
N 0.76905 -1.50283 1.33142 0.043
C 1.16952 -0.63249 2.30360 0.004
H -4.68123 4.83844 0.50682 0.000
H -4.08076 6.00220 1.71752 0.000
H -4.67393 4.39569 2.19275 0.000
H -1.97380 6.11478 0.31965 0.000
H 0.00197 4.97014 -0.51399 0.000
H -1.08869 1.46825 1.52050 0.000
H -3.25510 2.49114 2.21052 0.000
H 1.54189 2.73330 2.79160 0.000
H 1.56616 1.93884 5.11959 0.000
H 1.45388 -0.37333 5.69455 0.000
H 0.97251 -2.66038 5.00661 0.000
H 0.08211 -4.30423 3.07205 0.000
H -0.00054 -3.38027 0.88965 0.001
O -0.76216 0.37225 -1.74468 0.047
H -0.15855 1.15072 -1.81771 0.001
H -1.66749 0.63976 -1.64664 0.004

2.
65
Properties=species:S:1:pos:R:3:mulliken_charge:R:1 method="wB97M-V/def2-TZVPD" charge=0 homo_energy_ev="-8.077 / -8.081" de_lowest_ev=0.000
Ti 1.44907 1.02303 1.35119 0.218
O -2.01169 1.06558 1.76898 -0.325
C -2.23353 2.08818 2.72870 -0.800
C -1.07626 3.08114 2.71872 -0.952
N 0.24477 2.54747 3.09843 0.330
C 1.19547 3.65306 3.14320 -0.616
C 2.62978 3.10880 3.00617 0.457
O 3.52637 3.55227 3.65491 -0.631
O 2.70855 2.15074 2.09036 -0.130
C 0.33157 1.64755 4.26796 -0.823
C 0.19024 0.16485 3.84701 0.510
O -0.46528 -0.66077 4.40579 -0.638
O 1.01259 -0.06530 2.81547 -0.594
H -2.64792 0.37114 1.89390 0.196
H -2.42181 1.63619 3.72430 0.365
H -3.10173 2.66308 2.51278 0.515
H -1.31826 3.94549 3.38692 0.363
H -0.92618 3.56872 1.75450 0.420
H 1.10991 4.27550 4.05199 0.333
H 1.03862 4.32454 2.29465 0.459
H -0.40441 1.87863 5.03255 0.380
H 1.30883 1.79872 4.71854 0.500
S 0.59015 2.50266 -0.20658 -0.904
C -0.21634 1.35904 -1.28254 0.862
N -0.67133 1.81326 -2.41046 -0.762
N -1.33848 1.03593 -3.30277 -0.007
C -2.43036 0.16189 -3.01631 0.665
C -2.83625 -0.74177 -3.99903 -0.503
C -3.88366 -1.61564 -3.75418 -0.446
C -4.56048 -1.59452 -2.54702 -0.799
C -4.15439 -0.66381 -1.58914 -0.447
C -3.12747 0.23266 -1.80380 -0.401
N -0.25070 -0.00618 -1.03251 -0.309
N 0.23016 -0.45337 0.03464 1.493
C 0.16657 -1.90677 0.14460 0.284
C -0.74001 -2.63967 -0.66129 -0.240
C -0.68660 -4.02644 -0.64575 -0.661
C 0.24080 -4.71227 0.13507 -0.564
C 1.09375 -4.01644 0.93687 -0.775
C 1.03198 -2.61384 0.96836 -0.373
H -1.50306 1.54185 -4.16335 0.261
H -2.28698 -0.77243 -4.92326 0.442
H -4.12752 -2.31094 -4.51710 0.409
H -5.36195 -2.24780 -2.29735 0.444
H -4.63952 -0.67144 -0.63456 0.417
H -2.86300 0.89694 -0.98894 0.475
H -1.41085 -2.05377 -1.27321 0.154
H -1.39952 -4.56839 -1.23613 0.471
H 0.26451 -5.80043 0.08164 0.399
H 1.76991 -4.49644 1.64562 0.405
H 1.68394 -2.09105 1.64448 0.361
F 2.44482 -1.35416 -5.03376 -0.370
C 2.64781 -0.98903 -3.74068 0.409
C 2.82054 -1.98895 -2.78546 -0.663
C 2.97298 -1.62155 -1.45419 -0.217
C 2.97521 -0.26965 -1.07867 0.530
C 3.05651 0.16554 0.31785 -1.682
C 2.87082 0.70554 -2.06523 -0.230
C 2.75301 0.34831 -3.39585 -0.674
H 2.77615 -3.03858 -3.11444 0.396
H 3.10650 -2.36232 -0.68945 0.545
H 3.85050 0.89560 0.42981 0.888
H 3.36039 -0.67304 0.98240 0.358
H 2.92514 1.73793 -1.76211 0.370
H 2.71767 1.08495 -4.18325 0.449

3.
59
Properties=species:S:1:pos:R:3:mulliken_charge:R:1 method="wB97M-V/def2-TZVPD" charge=0 smiles="C=Cc1c(CCCF)ccc2nsnc12.c1ccncc1.c1ccncc1.c1ccncc1" homo_energy_ev=-7.681
C 1.43311 -0.27478 4.47840 -0.711
C 1.24316 -0.47681 3.05636 -0.046
C 0.50653 0.54052 2.09892 0.580
C 0.00601 0.13640 0.66408 0.298
C 0.20363 -1.34333 0.05826 -0.031
C 1.76509 -1.80174 0.05557 -0.755
C 1.95124 -3.38243 0.38016 -0.346
F 1.07209 -3.84809 1.43596 -0.305
C -0.73750 1.18806 -0.29194 -0.519
C -0.97342 2.64821 0.14160 -0.707
C -0.46283 3.11079 1.54779 0.491
N -0.54510 4.41762 2.14795 -0.642
S 0.16778 4.27545 3.70081 0.157
N 0.61542 2.63395 3.76918 -0.433
C 0.24315 2.05499 2.48802 0.407
H 1.21935 -1.19127 5.14871 0.214
H 1.82626 0.68768 4.94097 0.263
H 1.67313 -1.47185 2.65742 0.014
H -0.48937 -2.11348 0.54722 0.397
H -0.10157 -1.32110 -1.06754 -0.312
H 2.22713 -1.64975 -0.99364 0.359
H 2.41150 -1.15548 0.76198 0.450
H 3.02678 -3.57605 0.76311 0.265
H 1.75220 -3.92316 -0.62144 0.286
H -1.10099 0.83696 -1.32761 0.213
H -1.48119 3.35756 -0.59257 0.367
N -1.12278 -0.14092 -4.05061 -0.291
C -1.90914 0.03912 -5.12340 0.083
C -2.13655 -0.93551 -6.08211 -0.577
C -1.51347 -2.16661 -5.92613 -0.170
C -0.69415 -2.37508 -4.82454 -0.700
C -0.53589 -1.33543 -3.92348 -0.070
H -2.37005 1.01893 -5.20024 0.218
H -2.78326 -0.73798 -6.92787 0.365
H -1.66504 -2.95545 -6.65502 0.378
H -0.19169 -3.32203 -4.67060 0.345
H 0.09110 -1.44562 -3.04477 0.462
N 5.24447 -2.64196 5.73896 -0.557
C 4.10459 -2.95968 5.10435 -0.225
C 2.98191 -3.46317 5.74175 -0.367
C 3.03714 -3.65483 7.11467 -0.341
C 4.20359 -3.33651 7.79546 -0.334
C 5.27056 -2.83539 7.06750 -0.204
H 4.11171 -2.79514 4.03162 0.466
H 2.08714 -3.69993 5.17903 0.473
H 2.17924 -4.04829 7.64930 0.373
H 4.28181 -3.47389 8.86681 0.355
H 6.20286 -2.56829 7.55495 0.361
N -2.88959 3.86354 -5.08949 -0.491
C -3.58827 3.55475 -3.98220 0.097
C -4.73213 4.22600 -3.58053 -0.624
C -5.18332 5.28020 -4.36103 -0.142
C -4.48114 5.62167 -5.50753 -0.400
C -3.35061 4.88728 -5.82660 -0.193
H -3.19467 2.72508 -3.40301 0.332
H -5.25668 3.93207 -2.67983 0.348
H -6.07426 5.83058 -4.07854 0.365
H -4.80491 6.43936 -6.13941 0.350
H -2.77011 5.11429 -6.71519 0.361